1.
Below is a molecular structure, C11H23BCdF2N6O2 in a non-equilibrium geometry, with properties calculated with ωB97M-V/def2-TZVPD.

- Lowest unoccupied orbital energy: 0.544 eV
- Gap between HOMO and LUMO: 7.05 eV
- Charge: 0

Geometry as XYZ:
```
46
Properties=species:S:1:pos:R:3:forces:R:3
Cd 0.7416 0.6090 0.0729 -0.31 -1.30 0.19
N -1.7743 1.7330 -0.3961 -0.42 -0.03 0.02
C -2.9965 1.0070 -0.0671 0.05 -0.06 -0.10
C -2.8323 -0.4729 -0.4192 0.06 0.36 0.03
N -1.6164 -1.1028 0.0912 0.31 -0.12 0.00
C -1.3141 -2.2722 -0.7399 -0.09 -0.18 -0.06
C 0.0545 -2.8918 -0.5255 -0.11 0.03 -0.02
N 1.0850 -1.9266 -0.8910 -0.04 0.44 0.06
C -1.7163 -1.4499 1.5055 -0.07 0.18 0.08
C -1.3782 -0.2949 2.4464 -0.03 -0.09 0.10
N 0.0625 -0.2132 2.6762 0.01 0.01 -0.21
H -1.7996 2.6946 -0.0786 0.14 0.01 0.04
H -1.6316 1.7443 -1.4001 0.01 0.03 0.04
H -3.8818 1.3695 -0.6066 -0.02 -0.03 0.05
H -3.2056 1.1350 0.9947 -0.07 0.04 -0.03
H -2.7914 -0.5359 -1.5094 -0.01 -0.06 -0.01
H -3.7317 -1.0159 -0.0864 0.03 -0.05 -0.06
H -1.3293 -1.9368 -1.7786 -0.14 -0.10 0.09
H -2.0839 -3.0532 -0.6216 0.00 0.02 0.05
H 0.0798 -3.7966 -1.1461 0.04 0.01 0.03
H 0.2064 -3.2110 0.5078 0.04 -0.02 -0.03
H 0.8834 -1.5708 -1.8280 0.06 -0.07 0.02
H 1.9952 -2.3669 -0.9146 0.09 0.12 0.09
H -1.0042 -2.2490 1.7120 -0.10 -0.05 0.05
H -2.7205 -1.8339 1.7468 0.00 -0.02 -0.09
H -1.9554 -0.4151 3.3716 0.01 0.05 0.00
H -1.6569 0.6485 1.9849 -0.07 -0.01 0.12
H 0.4038 -0.9925 3.2261 -0.02 -0.03 -0.01
H 0.2795 0.6370 3.1812 0.17 0.02 -0.06
C -1.6828 0.2973 -5.3821 -0.06 -0.13 -0.02
N -0.8196 1.0477 -4.4859 0.16 -0.20 0.14
C -0.6674 2.3912 -4.6093 0.03 0.10 0.11
C 0.0389 3.1084 -3.7133 0.04 0.09 -0.05
C 0.6081 2.3986 -2.6014 0.06 0.01 -0.08
O 1.1734 3.0981 -1.6748 -0.19 -0.26 -0.41
N 0.5273 1.0766 -2.5428 0.03 -0.08 0.09
C -0.1707 0.3529 -3.4453 -0.20 0.28 -0.30
O -0.2932 -0.8712 -3.3865 0.04 0.09 -0.08
H -1.7739 0.8178 -6.3330 0.04 0.04 0.02
H -2.6761 0.1720 -4.9454 0.02 0.00 -0.01
H -1.2565 -0.6896 -5.5353 0.01 0.03 -0.05
H -1.1611 2.8416 -5.4603 0.01 0.02 0.01
H 0.1624 4.1764 -3.7934 -0.02 -0.01 -0.01
F 2.7205 2.8871 0.1026 0.03 0.14 -0.29
B 1.3905 2.6689 -0.2265 0.55 0.82 0.72
F 0.5664 3.5398 0.5202 -0.07 -0.04 -0.15
```
Positions in Å, forces in eV/Å.

---

2.
Below is 2 unconnected molecules or ions with the total composition C2HN2P in a non-equilibrium geometry, with properties calculated with ωB97M-V/def2-TZVPD.

- Relative energy (zero: lowest compared OMol25 entry of this formula, charge and spin): 149.9 kJ/mol
- Lowest unoccupied orbital energy (alpha / beta): -2.426 / -2.420 eV
- Gap between HOMO and LUMO (alpha / beta): 6.92 / 6.94 eV
- Charge: 0

Geometry as XYZ:
```
6
Properties=species:S:1:pos:R:3:forces:R:3
C -0.0827 0.7733 2.1620 -0.17 -0.91 0.51
C 0.1054 -0.9621 -2.0984 -2.46 1.94 -0.13
N -0.2185 -0.2064 2.7754 0.02 -0.30 0.23
N -0.7954 -0.2616 -2.1602 -0.20 0.01 -0.20
P 0.0614 2.1505 1.2355 0.14 1.19 -0.78
H 0.9298 -1.4937 -1.9143 2.66 -1.93 0.37
```
Positions in Å, forces in eV/Å.

---

3.
Below is C21H19ClN4O2S2 in the gas phase in a non-equilibrium geometry, with properties calculated with ωB97M-V/def2-TZVPD.

- Relative energy (zero: lowest compared OMol25 entry of this formula, charge and spin): 14.0 kJ/mol
- Lowest unoccupied orbital energy: 0.156 eV
- Gap between HOMO and LUMO: 9.04 eV
- Charge: 0

Geometry as XYZ:
```
49
Properties=species:S:1:pos:R:3:forces:R:3
O -0.3752 4.5576 -2.4148 0.07 0.17 -0.11
C -0.5138 3.5068 -1.8414 0.15 -0.22 0.16
N -1.7989 3.1032 -1.5094 -0.47 0.74 -0.21
C -2.2474 1.9332 -0.9793 -0.94 -0.64 0.53
N -1.5928 0.8291 -0.8829 0.93 1.26 -0.80
N -2.2789 -0.1694 -0.3468 -0.87 -1.11 0.55
C -3.4813 0.1402 -0.0105 -0.08 0.60 -0.17
S -4.6264 -0.9298 0.7010 -0.45 -0.47 0.19
C -3.6746 -2.4984 0.6450 -0.16 0.49 -0.15
C -2.4377 -2.4544 1.4807 0.19 -0.14 0.19
C -2.5201 -2.2365 2.8510 0.06 -0.08 -0.20
C -1.3780 -2.1956 3.6281 0.13 0.01 0.05
C -0.1418 -2.3775 3.0273 -0.27 0.01 -0.15
Cl 1.2887 -2.3331 3.9958 0.21 0.01 0.15
C -0.0407 -2.5956 1.6624 0.06 -0.02 0.10
C -1.1900 -2.6268 0.8956 -0.11 -0.13 0.21
S -3.9053 1.8190 -0.3555 0.84 -0.49 -0.09
C 0.6132 2.5984 -1.4231 0.34 0.12 -0.07
C 1.9538 3.3307 -1.3486 -0.02 0.06 0.02
C 2.9796 2.2705 -1.7259 -0.22 0.39 0.14
O 4.1738 2.3155 -1.5490 0.38 -0.01 0.03
N 2.3092 1.2537 -2.3129 -0.18 -0.29 -0.10
C 2.9601 0.0291 -2.7180 0.21 0.10 -0.03
C 3.5439 -0.7047 -1.5331 0.06 -0.08 0.00
C 2.8612 -0.7519 -0.3244 0.06 -0.05 -0.08
C 3.4184 -1.3906 0.7692 -0.07 0.01 0.07
C 4.6520 -2.0091 0.6610 0.07 -0.06 0.05
C 5.3296 -1.9801 -0.5453 0.07 -0.07 0.02
C 4.7813 -1.3244 -1.6332 -0.14 0.01 -0.04
C 0.8919 1.4810 -2.4499 -0.28 -0.08 -0.16
H -2.5090 3.7945 -1.7258 0.26 -0.07 -0.06
H -4.3863 -3.2375 1.0151 -0.02 0.02 -0.09
H -3.4448 -2.6927 -0.4010 -0.01 -0.11 0.04
H -3.4864 -2.0904 3.3119 -0.09 0.03 0.07
H -1.4439 -2.0243 4.6910 0.03 0.01 0.10
H 0.9251 -2.7339 1.2030 0.12 -0.02 -0.02
H -1.1137 -2.7827 -0.1689 0.00 0.02 -0.12
H 0.3658 2.1385 -0.4633 0.05 -0.01 -0.11
H 2.1684 3.7483 -0.3672 0.05 -0.01 -0.02
H 1.9883 4.1405 -2.0811 0.04 -0.03 0.03
H 2.2200 -0.5955 -3.2266 0.06 0.09 -0.01
H 3.7633 0.2644 -3.4248 -0.10 -0.10 0.02
H 1.8949 -0.2765 -0.2309 -0.11 0.10 0.02
H 2.8944 -1.3964 1.7135 -0.05 -0.02 0.09
H 5.0857 -2.5053 1.5167 0.04 -0.03 0.07
H 6.2949 -2.4563 -0.6358 0.08 -0.03 0.00
H 5.3236 -1.2848 -2.5668 0.07 0.04 -0.10
H 0.3150 0.5812 -2.2294 0.10 0.14 -0.06
H 0.6531 1.8211 -3.4678 -0.08 -0.04 0.05
```
Positions in Å, forces in eV/Å.

---

Number 1: DFT total energy -35495.8401 eV. Number 2: DFT total energy -14355.2860 eV. Number 3: DFT total energy -66334.4584 eV.